<i>
This record from the OMol25 dataset describes a 2-piece molecular cluster, C7H14N2 overall. The level of theory is ωB97M-V/def2-TZVPD.

Atoms and positions in Å:
C (0.729, 2.636, 1.385)
C (1.048, 1.204, 1.196)
C (0.395, 0.061, 1.557)
N (1.195, -1.020, 1.230)
C (2.291, -0.436, 0.604)
N (2.245, 0.849, 0.541)
H (1.312, 3.041, 2.215)
H (-0.327, 2.834, 1.573)
H (0.925, 3.190, 0.467)
H (-0.396, 0.195, 2.281)
H (0.832, -1.861, 0.799)
H (3.124, -1.036, 0.278)
C (-3.452, -1.469, -1.697)
C (-1.971, -1.115, -1.382)
C (-1.082, -0.357, -2.443)
H (-3.783, -1.178, -2.700)
H (-3.577, -2.546, -1.655)
H (-4.047, -0.926, -0.964)
H (-1.534, -2.098, -1.178)
H (-1.922, -0.460, -0.516)
H (-1.618, 0.591, -2.513)
H (-1.130, -0.918, -3.370)
H (-0.092, -0.250, -2.022)

Properties
SMILES = Cc1c[nH]cn1.CCC
E_LUMO = 0.882 eV
frontier orbital gap = 9.655 eV



<ii>
This record from the OMol25 dataset describes a 2-piece molecular cluster, C7H14N2 overall. The level of theory is ωB97M-V/def2-TZVPD.

Atoms and positions in Å:
C (-2.462, 0.700, -0.778)
C (-1.061, 0.549, -0.072)
C (-0.170, -0.020, -1.021)
C (-0.274, -1.080, -1.896)
N (1.101, -1.238, -2.507)
C (1.909, -0.173, -1.936)
N (1.171, 0.414, -1.079)
H (-2.901, -0.286, -1.116)
H (-2.345, 1.334, -1.709)
H (-3.305, 1.341, -0.307)
H (-0.527, 1.404, 0.426)
H (-0.914, -0.191, 0.943)
H (-1.198, -1.639, -1.795)
H (1.513, -2.097, -2.453)
H (2.852, 0.099, -2.313)
C (0.233, -0.023, 3.094)
C (0.143, 0.712, 4.454)
H (0.792, -1.002, 2.937)
H (-0.771, -0.450, 2.833)
H (0.645, 0.589, 2.277)
H (-0.799, 0.314, 4.895)
H (0.110, 1.823, 4.269)
H (1.027, 0.536, 5.147)

Properties
SMILES = CCc1c[nH]cn1.CC
E_LUMO = 0.946 eV
frontier orbital gap = 9.551 eV



Q: Which of them is the least stable? A: <ii>.



<i>
This record from the OMol25 dataset describes a 2-piece molecular cluster, C7H14N2 overall. The level of theory is ωB97M-V/def2-TZVPD.

Atoms and positions in Å:
C (-2.159, -0.565, 3.648)
C (-0.953, -0.011, 3.011)
C (-0.271, 1.219, 3.118)
N (0.470, 1.335, 1.922)
C (0.386, 0.092, 1.196)
N (-0.474, -0.661, 1.820)
H (-2.461, -1.676, 3.713)
H (-2.981, -0.075, 3.330)
H (-2.180, -0.035, 4.669)
H (-0.209, 1.962, 3.886)
H (1.010, 2.015, 1.755)
H (0.967, -0.050, 0.362)
C (1.817, -1.026, -2.622)
C (0.238, -0.750, -2.790)
C (0.229, 0.667, -3.415)
H (1.914, -1.704, -1.589)
H (2.346, -0.169, -2.460)
H (2.257, -1.473, -3.602)
H (-0.125, -1.478, -3.480)
H (-0.184, -0.730, -1.774)
H (0.691, 1.500, -2.879)
H (0.494, 0.566, -4.408)
H (-0.821, 1.049, -3.410)

Properties
SMILES = Cc1c[nH]cn1.CCC
E_LUMO = 0.871 eV
frontier orbital gap = 9.373 eV



<ii>
This record from the OMol25 dataset describes a 2-piece molecular cluster, C7H14N2 overall. The level of theory is ωB97M-V/def2-TZVPD.

Atoms and positions in Å:
C (-0.007, 0.819, -1.711)
C (-1.356, 0.406, -1.258)
C (-2.175, 1.032, -0.367)
N (-3.272, 0.204, -0.248)
C (-3.022, -0.899, -1.000)
N (-1.896, -0.796, -1.638)
H (0.142, 1.041, -2.774)
H (0.700, 0.011, -1.543)
H (0.370, 1.755, -1.281)
H (-2.134, 2.005, 0.083)
H (-3.933, 0.322, 0.502)
H (-3.786, -1.653, -1.101)
C (2.453, 0.781, 1.094)
C (2.376, -0.769, 1.074)
C (0.925, -1.246, 1.151)
H (2.598, 1.017, 2.153)
H (1.432, 1.122, 0.914)
H (3.136, 1.258, 0.397)
H (2.881, -1.191, 0.198)
H (2.957, -1.206, 1.894)
H (0.354, -0.510, 1.728)
H (0.448, -1.265, 0.165)
H (0.808, -2.239, 1.569)

Properties
SMILES = Cc1c[nH]cn1.CCC
E_LUMO = 0.884 eV
frontier orbital gap = 9.555 eV



<iii>
This record from the OMol25 dataset describes C7H14N2 as an isolated structure. The level of theory is ωB97M-V/def2-TZVPD.

Atoms and positions in Å:
C (0.638, 0.214, -0.390)
C (0.246, -0.911, 0.378)
C (0.744, 1.559, 0.281)
C (0.232, 0.261, -1.834)
C (-2.226, -0.302, 1.919)
C (-1.720, -0.443, 0.510)
C (2.526, -0.619, -0.261)
N (-2.452, -0.443, -0.522)
N (3.326, -0.675, -1.238)
H (-3.458, -0.313, -0.325)
H (2.883, -0.451, -2.136)
H (0.178, -1.868, -0.129)
H (0.520, -0.937, 1.428)
H (2.953, -0.841, 0.733)
H (1.571, 2.128, -0.153)
H (0.912, 1.472, 1.356)
H (-0.176, 2.131, 0.132)
H (0.813, 1.001, -2.389)
H (0.352, -0.714, -2.312)
H (-0.823, 0.559, -1.902)
H (-3.316, -0.432, 1.978)
H (-1.963, 0.682, 2.314)
H (-1.763, -1.057, 2.559)

Properties
E_LUMO = 0.793 eV
frontier orbital gap = 8.206 eV



<iv>
This record from the OMol25 dataset describes a 2-piece molecular cluster, C7H14N2 overall. The level of theory is ωB97M-V/def2-TZVPD.

Atoms and positions in Å:
C (0.481, 0.881, -1.463)
C (-0.821, 0.433, -1.012)
C (-1.638, 1.072, -0.083)
N (-2.790, 0.229, -0.028)
C (-2.472, -0.925, -0.690)
N (-1.291, -0.767, -1.411)
H (0.696, 1.144, -2.526)
H (1.238, 0.027, -1.338)
H (0.822, 1.789, -1.111)
H (-1.606, 2.111, 0.352)
H (-3.442, 0.444, 0.737)
H (-3.320, -1.588, -0.798)
C (2.889, 0.805, 1.281)
C (2.849, -0.682, 1.309)
C (1.381, -1.162, 1.340)
H (2.970, 0.966, 2.341)
H (1.829, 1.097, 1.141)
H (3.512, 1.291, 0.595)
H (3.415, -1.097, 0.466)
H (3.429, -1.131, 2.099)
H (0.824, -0.414, 1.852)
H (0.944, -1.178, 0.407)
H (1.246, -2.229, 1.759)

Properties
SMILES = Cc1c[nH]cn1.CCC
E_LUMO = 0.849 eV
frontier orbital gap = 9.396 eV



Q: Which of them is the least stable? A: <iii>.